114
Properties=species:S:1:pos:R:3:forces:R:3 method="wB97M-V/def2-TZVPD" e_homo_ev="-8.3224 / -7.7536" max_force_ev_per_a=2.9 charge=0 spin_multiplicity=6 total_energy_ev=-87814.99048
O 0.182 0.583 2.132 -0.25 -0.46 -1.09
H -2.924 -1.860 -2.304 0.08 0.70 0.08
H 1.036 4.340 0.121 0.22 -0.15 -0.01
Fe -0.224 -0.241 0.276 -0.84 -0.30 -0.26
C -4.103 -1.060 1.104 -0.69 -0.27 0.62
H 4.262 -0.213 -1.169 0.22 0.03 0.12
H 3.392 -1.491 -2.010 -0.29 0.25 -0.01
H 0.686 -4.104 -1.821 -0.01 0.21 0.06
H -1.379 -0.085 -3.551 -0.54 0.25 -0.19
H 2.561 0.793 3.495 -0.23 -0.42 -0.08
H -0.136 -1.233 -3.595 0.37 -0.54 0.16
H -6.344 1.747 -0.428 0.62 -0.52 0.15
H -3.756 -1.744 0.330 0.39 0.17 0.13
H 0.392 1.957 -3.768 0.06 0.03 0.57
H 5.046 2.183 2.490 0.35 -0.06 0.07
C -3.499 1.066 2.446 -0.44 0.09 -0.19
C 0.116 4.030 0.616 -0.57 -0.20 -0.68
C 2.410 2.566 -3.089 -0.86 -0.59 -1.70
H 3.874 -2.271 1.741 0.42 -0.11 -0.45
H 4.511 2.958 -2.899 0.00 0.09 0.08
H -0.732 -4.425 -0.805 0.18 -0.11 0.36
H 0.561 -3.971 0.705 -0.13 0.37 0.03
H -0.421 4.953 0.837 -0.32 0.03 -0.25
H 3.658 4.533 2.826 0.12 -0.33 0.20
C -0.684 3.056 -0.317 0.19 0.66 -0.70
H 2.932 2.795 1.186 0.06 -0.33 0.22
H 1.553 1.934 -4.983 0.40 0.09 -0.15
H 3.935 3.007 -4.555 -0.20 0.17 -0.01
H 2.915 2.603 -1.250 0.54 0.45 0.35
H 4.668 -1.962 -0.982 0.18 0.20 0.41
H 2.775 -5.428 -1.782 0.17 1.11 0.43
H -4.922 1.493 -4.105 -0.15 -0.31 0.21
C 3.823 4.630 1.753 -0.54 0.49 1.71
C 0.342 0.765 3.531 -0.48 -0.32 -1.79
C 3.869 -1.225 -1.067 -0.53 -0.25 0.30
H -3.987 3.011 -0.935 -0.06 0.09 -0.13
H 2.954 5.214 1.450 0.04 -0.08 -0.48
H -4.926 -0.485 0.679 -0.07 0.28 -0.07
H -0.087 -3.855 2.791 -0.15 -0.04 0.07
H -2.206 -2.815 3.548 -0.09 0.17 0.42
H -0.002 4.015 -2.182 0.57 -0.35 0.10
H 1.538 0.638 -3.822 0.35 0.08 0.41
C -2.215 -3.835 3.162 -0.56 -0.11 -1.23
H -4.554 3.030 -3.443 0.11 0.20 0.30
H -1.641 -2.956 -2.426 0.29 -0.07 -0.29
H -1.717 -3.231 1.352 0.49 0.45 -0.04
C -4.704 1.471 -1.891 -1.71 0.34 -1.37
H -3.448 -4.645 4.840 0.48 0.09 0.14
H -0.221 -5.583 -2.007 -0.04 -0.10 -0.14
H 1.786 1.368 4.968 0.13 0.05 0.16
H 0.669 -6.396 0.222 -0.16 -0.64 -0.62
H -1.670 2.876 0.111 0.24 -0.45 0.19
C 3.889 3.302 1.056 1.13 -0.55 0.85
H -3.288 1.797 -3.589 0.06 -0.05 0.30
C 2.841 -1.351 0.090 0.69 -0.31 -0.76
H 2.321 -6.905 -1.427 -0.14 -0.67 0.56
C -0.844 -4.433 3.321 -0.12 -0.26 1.38
H -2.467 -2.354 -3.897 0.20 -0.18 -0.22
H 4.170 1.483 -3.777 -0.20 -0.22 0.20
H 3.305 -6.097 -0.195 -0.29 0.18 0.13
O -2.354 0.302 0.449 1.89 -0.16 0.62
H -2.716 1.802 2.628 0.24 -0.23 0.01
C -1.012 -0.957 -3.008 -0.67 0.15 1.84
H -4.599 0.391 -1.796 0.32 -0.01 -0.10
C 3.363 -1.338 1.502 0.02 -0.89 1.03
H 2.376 -2.323 -0.077 -0.55 0.22 0.22
H 2.343 0.498 -0.200 -0.29 0.38 -0.16
O -0.711 -0.562 -1.688 0.97 0.19 1.22
O 3.994 3.577 -0.294 -0.07 0.40 -2.18
H -1.549 4.425 -1.806 -0.62 -0.13 0.08
H 1.828 2.356 3.523 -0.27 0.17 -0.11
H 0.802 2.077 -1.009 0.81 -0.39 -0.63
H 4.696 4.227 -0.371 0.09 0.08 -0.46
O -3.968 2.053 -0.885 2.64 0.35 1.23
H 2.090 3.606 -3.151 -0.17 0.27 0.15
C 1.698 1.335 3.882 0.31 0.20 0.37
H -6.307 2.926 -1.622 0.42 0.33 -0.36
C 0.147 -4.872 -1.267 0.50 -1.03 -0.92
H -4.543 -1.701 1.869 0.05 0.07 0.21
H -2.285 -0.720 2.203 0.14 0.12 -0.07
O -2.428 -3.739 1.750 -1.28 -0.47 0.00
H 0.119 -0.157 4.067 0.34 -0.39 0.13
H 4.010 -0.535 1.854 -0.04 0.32 -0.51
C -2.056 -2.080 -2.926 -0.01 -0.17 -0.26
C 1.445 1.720 -3.920 -0.48 0.30 -0.99
H -0.628 -4.407 4.390 0.45 -0.09 0.18
F -0.372 -2.147 0.865 0.18 1.18 -0.37
H -4.389 -4.247 3.474 0.20 0.18 -0.47
O 2.314 2.088 -1.793 -0.21 -0.49 1.26
H 2.535 -1.423 2.205 -0.37 0.45 -0.16
H -4.288 1.580 1.898 -0.03 0.07 -0.31
H -0.431 1.452 3.874 -0.15 0.39 0.17
H 5.201 1.476 0.880 -0.70 -0.07 -0.11
H -6.936 1.387 -1.993 0.18 -0.31 -0.39
C 1.125 -5.548 -0.289 -0.97 0.49 0.18
C -4.330 1.970 -3.323 -0.23 -0.36 0.43
H -0.811 -5.479 3.015 -0.04 0.05 -0.23
O 0.021 1.836 -0.506 -0.73 -0.23 1.45
C -6.100 1.865 -1.483 -2.27 0.15 -0.40
C -0.899 3.551 -1.773 0.18 1.55 0.49
C -3.008 -0.135 1.635 -0.84 -0.46 -0.22
C 5.112 2.414 1.427 -0.69 0.11 0.58
H -2.918 0.874 -0.076 -0.22 0.46 -0.40
O 1.252 -4.636 0.763 1.51 0.92 1.02
C 3.814 2.498 -3.599 1.08 -0.12 -0.42
H -1.217 2.799 -2.496 -0.23 -0.17 0.53
C -3.410 -4.637 3.751 0.66 0.14 0.04
C 2.472 -5.970 -0.886 -0.55 -0.47 -1.14
H -3.341 -5.677 3.433 -0.05 -0.01 -0.16
H 6.065 2.886 1.187 -0.08 0.58 0.29
H 0.335 3.599 1.593 0.04 -0.44 -0.20
H -3.974 0.823 3.397 0.27 -0.39 0.09
H 4.706 5.267 1.689 0.27 -0.21 -0.45
O 1.847 -0.314 -0.072 0.37 -0.52 -0.21